Entry 1:
{
  "formula": "C17H37N3O5",
  "method": "ωB97M-V/def2-TZVPD",
  "homo_ha": -0.3392,
  "relative_energy_ev": 1.857,
  "charge": 0,
  "orbital_gap_ev": 9.61,
  "multiplicity": 1,
  "species": ["O", "O", "O", "O", "O", "N", "N", "N", "C", "C", "C", "C", "C", "C", "C", "C", "C", "C", "C", "C", "C", "C", "C", "C", "C", "H", "H", "H", "H", "H", "H", "H", "H", "H", "H", "H", "H", "H", "H", "H", "H", "H", "H", "H", "H", "H", "H", "H", "H", "H", "H", "H", "H", "H", "H", "H", "H", "H", "H", "H", "H", "H"],
  "coordinates": [[7.7142, -5.9476, -5.1299], [13.0949, -11.5780, -2.3876], [7.6370, -2.4059, -11.7700], [11.8630, -6.9842, -0.1303], [6.4758, -9.6545, -1.3309], [11.1189, -11.1950, -3.4233], [4.9752, -9.5397, -3.0372], [12.8688, -6.0035, -1.8565], [9.6848, -3.1958, -10.9984], [8.8587, -6.2652, -4.3243], [6.0021, -9.1564, -3.9536], [7.4745, -2.4971, -10.3204], [12.2247, -5.9607, -0.6957], [12.3794, -11.5127, -3.4079], [8.9246, -2.8279, -12.2503], [10.0752, -5.7919, -5.1352], [9.6321, -6.1048, -6.5090], [13.0765, -7.2192, -2.6935], [10.3430, -11.4227, -4.6006], [8.1533, -6.4793, -6.4854], [13.1340, -4.7293, -2.5997], [3.5159, -9.5099, -3.4064], [5.3304, -9.7494, -1.7581], [10.6065, -10.3949, -2.2790], [8.5624, -3.5139, -9.9062], [7.9820, -1.6016, -9.9618], [12.5267, -3.8490, -2.3891], [11.9708, -4.9163, -0.4568], [8.0330, -7.5581, -6.3871], [5.9944, -9.9523, -4.6983], [9.4679, -11.9830, -4.2714], [5.7170, -8.1804, -4.3461], [10.6510, -12.0001, -5.4722], [10.3360, -9.4009, -2.6352], [13.0270, -4.8565, -3.6769], [10.0268, -10.4622, -5.0076], [10.1303, -4.7119, -4.9989], [8.9649, -3.4242, -8.8972], [10.1435, -6.9577, -6.9554], [8.0434, -4.4698, -9.9767], [10.3200, -4.0610, -11.1884], [9.7541, -10.8073, -1.7393], [9.5952, -5.3509, -7.2954], [12.7188, -11.9865, -4.3420], [14.1696, -4.4002, -2.6860], [8.8170, -5.6934, -3.3973], [10.9830, -6.2695, -4.7665], [2.9558, -9.9492, -2.5809], [9.1176, -1.9663, -12.8895], [10.2825, -2.3080, -10.7918], [11.3465, -10.3062, -1.4836], [12.4188, -7.3725, -3.5491], [4.4639, -10.1452, -1.2061], [3.3927, -10.2870, -4.1607], [7.0226, -9.1808, -3.5714], [3.1528, -8.5060, -3.6266], [6.5038, -2.5442, -9.8268], [13.9560, -7.0778, -3.3217], [7.5414, -6.1775, -7.3355], [13.3725, -8.1175, -2.1518], [8.8297, -7.3050, -3.9988], [8.6274, -3.7368, -12.7734]]
}

=====

Entry 2:
{
  "formula": "C17H37NO11P2",
  "method": "ωB97M-V/def2-TZVPD",
  "homo_ha": -0.3753,
  "relative_energy_ev": 0.000,
  "charge": 0,
  "orbital_gap_ev": 10.58,
  "multiplicity": 1,
  "species": ["P", "P", "O", "O", "O", "O", "O", "O", "O", "O", "O", "O", "O", "N", "C", "C", "C", "C", "C", "C", "C", "C", "C", "C", "C", "C", "C", "C", "C", "C", "C", "H", "H", "H", "H", "H", "H", "H", "H", "H", "H", "H", "H", "H", "H", "H", "H", "H", "H", "H", "H", "H", "H", "H", "H", "H", "H", "H", "H", "H", "H", "H", "H", "H", "H", "H", "H", "H"],
  "coordinates": [[-0.2578, -2.8565, -0.1383], [2.3795, 2.6763, -0.9814], [3.0470, 3.5310, -1.9750], [0.8413, 2.4495, -1.3117], [2.9931, 1.2469, -0.7370], [-1.3408, 3.4311, 1.9385], [-1.1793, -1.7403, 0.1137], [2.1613, 3.3079, 0.4884], [-0.4330, 1.5192, 2.5690], [1.0560, -2.9777, 0.7338], [0.3837, -2.9506, -1.5777], [-0.9746, -4.2969, 0.0715], [-0.2408, 3.3144, 3.8939], [-3.3385, 1.0326, -1.4888], [2.4924, 5.4843, 1.4158], [-2.0600, -4.5145, 0.9883], [3.9546, 0.5038, 1.3404], [-3.1497, -5.2681, 0.2127], [-0.9182, -1.7994, -3.2776], [-0.6272, 2.7054, -3.2412], [-4.2026, -1.3994, -1.1981], [0.3670, 1.8150, -2.4984], [-3.7562, -0.0276, -1.4108], [-0.4193, -3.1440, -2.7544], [-0.9928, 1.1998, 1.2891], [0.9489, -3.0598, 2.1801], [-0.6302, 2.8145, 2.9037], [3.1768, 4.1635, 1.0369], [2.7482, 0.4218, 0.4190], [-1.5956, 2.5483, 0.8866], [1.1735, -1.7073, 2.8313], [2.5956, -0.5886, 0.0435], [-4.8866, -1.3529, -0.3465], [-3.6442, -4.4895, -0.3776], [-0.9481, 2.1263, -4.1082], [-1.7072, -1.4043, -2.6327], [0.3500, -1.0638, 2.5259], [-4.7211, -1.7747, -2.0755], [-1.1898, -3.8971, -2.5937], [3.5205, 3.7104, 1.9705], [-0.0878, -1.1011, -3.1936], [-3.8842, -5.7354, 0.8672], [-1.1446, 2.9302, -0.0321], [-2.7452, -5.9935, -0.4864], [0.2917, -3.5180, -3.4921], [1.7401, -3.7673, 2.4274], [-0.2524, 0.7619, 0.6258], [1.8562, 0.7865, 0.9254], [-1.6692, -5.1642, 1.7752], [-1.4726, 2.9215, -2.5908], [-0.0124, -3.4854, 2.4614], [-1.7624, 0.4462, 1.4515], [-0.1988, 0.9314, -2.1918], [4.8850, 0.0576, 1.0015], [4.0462, 4.2705, 0.3898], [1.1915, -1.8555, 3.9106], [1.2051, 1.5562, -3.1477], [1.9513, 5.8800, 0.5592], [-2.6347, 2.4105, 0.5822], [3.7251, 0.0924, 2.3268], [1.7981, 5.2605, 2.2236], [-2.4277, -3.5684, 1.3820], [-0.1783, 3.6421, -3.5679], [-3.3557, -2.0091, -0.8862], [-1.3417, -1.8754, -4.2766], [4.1121, 1.5664, 1.5428], [3.2391, 6.2044, 1.7506], [2.1506, -1.3343, 2.5342]]
}

=====

Entry 3:
{
  "formula": "C17H37NO12PS2",
  "method": "ωB97M-V/def2-TZVPD",
  "homo_ha": -0.2310,
  "charge": -1,
  "orbital_gap_ev": 9.00,
  "multiplicity": 1,
  "species": ["S", "S", "P", "O", "O", "O", "O", "O", "O", "O", "O", "O", "O", "O", "O", "N", "C", "C", "C", "C", "C", "C", "C", "C", "C", "C", "C", "C", "C", "C", "C", "C", "C", "H", "H", "H", "H", "H", "H", "H", "H", "H", "H", "H", "H", "H", "H", "H", "H", "H", "H", "H", "H", "H", "H", "H", "H", "H", "H", "H", "H", "H", "H", "H", "H", "H", "H", "H", "H", "H"],
  "coordinates": [[-0.6062, 0.3237, -1.2408], [-1.2323, 2.7036, -0.1059], [-1.1201, -0.7947, 0.5503], [-3.0879, 0.1311, 4.1508], [0.8222, 0.4127, -1.2004], [-2.5903, -0.5853, 1.0133], [-0.1102, -0.5920, 1.5794], [-1.0349, -0.5378, -2.3060], [-1.0939, -2.3176, 0.0958], [1.3120, 3.1871, -0.5434], [-4.2834, -5.2675, 1.4966], [-1.5437, 4.0156, -0.5755], [4.8012, 2.2758, -0.3312], [4.9952, -0.0441, -3.9831], [-2.0642, 2.3475, 1.0077], [-1.4088, 1.6975, -1.3720], [2.6416, 3.3359, -0.0688], [0.4546, 2.8233, 0.5119], [-5.0110, -5.9531, 0.4788], [4.1683, 1.2766, -5.7686], [-4.5534, -3.7751, -0.3262], [-3.2977, 1.6178, 5.9752], [5.4811, 1.0735, -0.6727], [-2.8585, 1.4651, 3.6579], [-3.5348, 0.1883, 5.5034], [4.7977, 1.3172, -4.3838], [-4.1362, -3.8853, 1.1303], [3.4002, 2.0599, -0.3975], [4.2896, -0.9085, -4.8782], [-3.4696, 2.4093, 4.6800], [3.3728, -0.0229, -5.7075], [-5.5980, -4.8830, -0.4327], [5.7501, 0.2263, 0.5650], [-5.7628, -5.2369, -1.4500], [-4.3125, -6.5981, -0.0678], [-4.9292, -2.7873, -0.5848], [-5.7742, -6.5828, 0.9406], [4.9032, 0.4703, -1.3688], [0.7815, 1.9321, 1.0437], [4.8645, -0.3504, 0.8005], [6.3881, 1.3565, -1.1983], [6.5606, -0.4614, 0.3524], [3.1452, -0.4467, -6.6849], [3.5599, 2.1538, -5.9827], [-4.7895, -3.2909, 1.7778], [-3.9805, 1.9185, 6.7697], [6.0064, 0.8674, 1.3964], [2.4319, 0.1407, -5.1788], [-3.7049, -3.9963, -0.9768], [3.0940, 1.3104, 0.3309], [3.0730, 1.7670, -1.3870], [3.7449, -1.6567, -4.3024], [-2.5736, -0.2873, 1.9423], [-2.9932, -0.5504, 6.0964], [4.9461, 1.2053, -6.5340], [2.6831, 3.5234, 1.0043], [5.0254, -1.4211, -5.5099], [-4.6016, -0.0639, 5.5244], [-0.3298, -2.4552, -0.4892], [0.4236, 3.6632, 1.2038], [5.7528, 1.8445, -4.3681], [-6.5539, -4.5338, -0.0338], [-3.2980, 1.5662, 2.6710], [-3.1075, -3.5726, 1.2963], [4.1271, 1.7908, -3.6593], [-1.7792, 1.6149, 3.5701], [-2.9895, 3.3858, 4.6915], [-2.2752, 1.7262, 6.3443], [-4.5323, 2.5545, 4.4708], [3.1246, 4.1797, -0.5522]]
}

=====

Entry 4:
{
  "formula": "C17H38B3N2O8PS4",
  "method": "ωB97M-V/def2-TZVPD",
  "homo_ha": -0.2733,
  "charge": 0,
  "orbital_gap_ev": 7.81,
  "multiplicity": 1,
  "species": ["S", "S", "S", "S", "P", "O", "O", "O", "O", "O", "O", "O", "O", "N", "N", "C", "C", "C", "C", "C", "C", "C", "C", "C", "C", "C", "C", "C", "C", "C", "C", "C", "B", "B", "B", "H", "H", "H", "H", "H", "H", "H", "H", "H", "H", "H", "H", "H", "H", "H", "H", "H", "H", "H", "H", "H", "H", "H", "H", "H", "H", "H", "H", "H", "H", "H", "H", "H", "H", "H", "H", "H", "H"],
  "coordinates": [[-1.6298, 5.5366, 2.5065], [1.0987, 7.9791, 5.9389], [3.5731, -3.4816, -2.9639], [6.5784, -7.8722, -3.2013], [-2.5509, 2.5065, -0.7044], [-1.9767, 4.4986, 1.4837], [-4.6610, 1.0620, -2.2481], [2.6920, -2.5564, -2.1853], [0.6786, 7.5198, 4.5774], [-3.8756, -1.3668, -1.9267], [5.1873, -7.3398, -3.3394], [-2.3653, 0.4601, -2.8825], [-0.9377, 2.9870, -1.1491], [-1.4647, -1.8821, -2.3706], [-2.5014, 1.6806, 0.8681], [-0.7348, 6.8533, 1.6579], [-6.3646, -0.6775, -1.3206], [-0.2163, 4.9237, 3.4432], [-9.2481, -1.2341, -0.1809], [3.3061, -5.1478, -2.3280], [-8.9176, 0.0989, -0.8843], [-8.1120, -2.3072, -0.0955], [-0.0805, -2.8130, -0.4941], [-0.5378, -1.6067, -1.4759], [-7.4989, 0.3957, -1.4552], [1.6989, 9.6735, 5.7763], [0.2373, -0.2232, -1.2852], [-6.7046, -2.0291, -0.6541], [5.2497, -3.3025, -2.3197], [2.7087, 7.2412, 6.2855], [6.6636, -8.7629, -1.6340], [6.7053, -9.3323, -4.2548], [-3.2298, 1.2663, -2.0162], [-4.8652, -0.3241, -1.8817], [-2.5828, -0.9019, -2.3768], [6.5638, -8.0424, -0.8213], [-8.3768, -3.2980, 0.4276], [-0.9875, 3.9734, -1.1843], [-0.6849, -3.7556, -0.6960], [0.5815, 4.6230, 2.7611], [2.1256, 10.0013, 6.7258], [-7.3002, 1.3997, -1.9615], [3.3981, 7.4475, 5.4647], [-5.8916, -2.8222, -0.5759], [5.8914, -10.0247, -4.0317], [-1.5890, 1.2212, 1.0163], [3.4253, -5.1560, -1.2424], [7.6685, -9.8183, -4.0892], [-10.2809, -1.4390, 0.2642], [-2.5750, 2.4033, 1.6129], [2.5798, 6.1630, 6.3875], [-0.5372, 4.0595, 4.0275], [-9.7395, 0.8899, -0.9612], [4.0209, -5.8336, -2.7907], [0.1402, 5.7068, 4.1190], [0.8559, 10.3155, 5.5184], [1.0370, -3.0299, -0.7522], [2.4511, 9.7283, 4.9870], [3.1026, 7.6476, 7.2184], [5.8525, -9.4909, -1.5741], [0.0951, 6.4317, 1.0871], [5.8992, -4.0481, -2.7820], [1.2829, -0.4660, -0.8849], [-0.3612, 7.5698, 2.3914], [-0.0802, -2.4948, 0.6090], [2.2914, -5.4568, -2.5829], [6.6354, -9.0146, -5.2957], [7.6280, -9.2671, -1.5531], [5.2478, -3.4261, -1.2350], [-0.2804, 0.5148, -0.5825], [5.6111, -2.3042, -2.5695], [-1.4234, 7.3569, 0.9780], [0.4012, 0.2134, -2.3388]]
}

=====

Record order is preserved below.
Lowest unoccupied orbital energy: 0.376, 0.367, 2.714, 0.374 eV
Record order is preserved below.
Energy: -32932.399, -60825.014, -75249.675, -92263.880 eV